7 unconnected molecules or ions with the total composition C6H21NO7 at a distorted geometry, computed with ωB97M-V/def2-TZVPD.

Geometry as XYZ:
```
35
Properties=species:S:1:pos:R:3:mulliken_charge:R:1
O 0.48031 0.53782 -2.01957 -0.43
C 1.27020 0.21802 -1.15985 -0.03
C 1.45624 1.13742 0.00624 -0.16
C 1.72547 0.38491 1.32099 -0.90
C 0.65052 -0.57009 1.79543 0.69
C 0.92907 -1.61970 2.56272 -1.28
C -1.35622 -0.37756 0.65352 -0.17
N -0.67364 -0.08633 1.66544 -0.13
H 1.87696 -0.70082 -1.19260 0.33
H 0.59724 1.79843 0.05547 -0.03
H 2.27492 1.84380 -0.07447 0.47
H 1.88895 1.13442 2.09839 0.38
H 2.69546 -0.09851 1.23931 0.37
H 1.95248 -1.92990 2.73055 0.30
H 0.13441 -2.27487 2.89313 0.30
H -1.04146 -0.94537 -0.23173 0.07
H -2.41528 -0.13268 0.55434 0.27
H -1.56762 1.34405 4.09122 0.31
H -2.46300 0.37263 3.44145 0.34
O -2.40693 0.89017 4.25456 -0.66
H 0.68855 -1.75212 -3.26192 0.29
H -0.26530 -2.89797 -2.78730 0.28
O 0.37063 -2.23400 -2.49173 -0.56
H 1.24021 -3.99380 -0.72352 0.30
H -0.07655 -4.52523 -0.18263 0.31
O 0.70115 -4.79136 -0.68783 -0.63
H -1.78358 3.17812 -2.16580 0.30
H -0.32776 2.67911 -2.20830 0.31
O -1.02624 2.95714 -1.60431 -0.70
H -1.21576 -0.55627 -2.91898 0.37
H -2.62122 -0.46852 -3.67195 0.28
O -1.66760 -0.45595 -3.76682 -0.65
H -0.27467 4.24185 1.28962 0.31
H -0.13101 3.74025 -0.15182 0.36
O 0.38107 3.95291 0.64873 -0.63
```

SMILES: C=NC(=C)CCC=O.O.O.O.O.O.O
HOMO level: -9.266 eV
orbital gap: 9.6 eV
relative energy (zero: lowest compared OMol25 entry of this formula, charge and spin): 50.7 kcal per mole